Record 1
Formula: C14H35AlBrFNO6
Source: OMol25
Level of theory: wB97M-V/def2-TZVPD

Properties
**LUMO level**: 2.25 eV
**Gap between HOMO and LUMO**: 6.68 eV
**HOMO level**: -4.43 eV

```
! wB97M-V def2-TZVPD RIJCOSX def2/J DEFGRID3
* xyz -1 1
C -0.85 4.24 6.56
Al 1.01 4.20 5.85
F 2.09 3.60 7.01
Br 0.97 2.60 4.04
C 1.60 5.94 5.06
N 0.50 6.93 4.81
H -1.57 4.35 5.74
H -1.07 3.29 7.06
H -1.04 5.04 7.28
H 2.34 6.46 5.69
H 2.11 5.78 4.10
H 0.08 7.17 5.70
H -0.26 6.45 4.32
C 0.16 3.24 0.14
O 1.22 2.48 -0.40
C 1.70 1.54 0.54
C 2.65 0.57 -0.12
O 2.00 -0.42 -0.91
C 1.62 -0.03 -2.21
C 2.75 0.00 -3.22
O 3.50 1.19 -3.11
C 4.68 1.14 -3.87
H 0.46 3.77 1.05
H -0.14 3.97 -0.62
H -0.70 2.61 0.39
H 0.87 0.99 0.99
H 2.22 2.06 1.36
H 3.16 0.02 0.68
H 3.40 1.11 -0.71
H 1.09 0.92 -2.21
H 0.92 -0.81 -2.55
H 2.32 -0.08 -4.23
H 3.39 -0.88 -3.06
H 5.34 0.32 -3.54
H 5.20 2.09 -3.73
H 4.47 1.00 -4.94
C 1.06 -3.94 -1.45
O -0.33 -4.15 -1.31
C -0.91 -3.20 -0.42
C -2.41 -3.24 -0.52
O -2.91 -2.62 -1.70
C -3.01 -3.45 -2.84
C -4.34 -4.16 -2.95
O -4.39 -5.26 -2.05
C -5.68 -5.80 -1.96
H 1.59 -4.06 -0.50
H 1.43 -4.67 -2.17
H 1.27 -2.93 -1.82
H -0.55 -2.19 -0.66
H -0.61 -3.43 0.61
H -2.82 -2.67 0.31
H -2.77 -4.27 -0.45
H -2.19 -4.18 -2.87
H -2.92 -2.78 -3.70
H -4.48 -4.51 -3.98
H -5.14 -3.45 -2.72
H -6.40 -5.07 -1.58
H -5.63 -6.64 -1.26
H -6.04 -6.17 -2.93
*
```

Partial charges, Löwdin, in e: number 1, C, carries -0.223; number 2, Al, carries -0.188; number 3, F, carries -0.260; number 4, Br, carries 0.173; number 5, C, carries -0.352; number 6, N, carries -0.104; number 7, H, carries -0.015; number 8, H, carries -0.011; number 9, H, carries -0.014; number 10, H, carries 0.037; number 11, H, carries 0.028; number 12, H, carries 0.030; number 13, H, carries 0.030; number 14, C, carries -0.114; number 15, O, carries -0.200; number 16, C, carries -0.234; number 17, C, carries -0.170; number 18, O, carries -0.143; number 19, C, carries -0.197; number 20, C, carries -0.215; number 21, O, carries -0.189; number 22, C, carries -0.121; number 23, H, carries 0.066; number 24, H, carries 0.082; number 25, H, carries 0.089; number 26, H, carries 0.122; number 27, H, carries 0.086; number 28, H, carries 0.128; number 29, H, carries 0.122; number 30, H, carries 0.127; number 31, H, carries 0.112; number 32, H, carries 0.126; number 33, H, carries 0.128; number 34, H, carries 0.087; number 35, H, carries 0.087; number 36, H, carries 0.085; number 37, C, carries -0.101; number 38, O, carries -0.191; number 39, C, carries -0.203; number 40, C, carries -0.180; number 41, O, carries -0.123; number 42, C, carries -0.191; number 43, C, carries -0.217; number 44, O, carries -0.190; number 45, C, carries -0.120; number 46, H, carries 0.093; number 47, H, carries 0.086; number 48, H, carries 0.066; number 49, H, carries 0.126; number 50, H, carries 0.131; number 51, H, carries 0.130; number 52, H, carries 0.123; number 53, H, carries 0.124; number 54, H, carries 0.127; number 55, H, carries 0.125; number 56, H, carries 0.128; number 57, H, carries 0.088; number 58, H, carries 0.086; number 59, H, carries 0.085



Record 2
Formula: C14H35N2O8PS
Source: OMol25
Level of theory: wB97M-V/def2-TZVPD

Properties
**LUMO level**: -1.67 eV
**Gap between HOMO and LUMO**: 6.81 eV
**HOMO level**: -8.48 eV

```
! wB97M-V def2-TZVPD RIJCOSX def2/J DEFGRID3
* xyz 0 1
C 3.78 -2.94 -3.80
S 2.28 -4.08 -3.49
O 1.30 -3.35 -2.53
O 1.52 -4.37 -4.83
P 3.13 -5.89 -2.62
C 4.34 -6.65 -3.95
O 4.06 -6.65 -5.26
O 5.60 -7.23 -3.41
H 4.80 -3.50 -3.56
H 3.67 -2.04 -3.06
H 3.76 -2.65 -4.93
H 4.01 -5.41 -1.56
H 2.14 -6.83 -2.17
C -3.53 3.04 -2.40
O -3.06 2.39 -1.23
C -3.57 1.06 -1.09
C -2.43 0.03 -1.23
N -1.94 -0.03 -2.61
C -0.71 -0.81 -2.75
C 0.56 -0.25 -2.07
O 1.02 0.98 -2.64
C 0.43 2.14 -2.09
H -3.18 4.08 -2.38
H -3.13 2.56 -3.30
H -4.63 3.04 -2.44
H -4.39 0.85 -1.80
H -3.99 0.99 -0.08
H -2.80 -0.95 -0.93
H -1.64 0.33 -0.54
H -1.77 0.92 -2.94
H -0.51 -0.88 -3.82
H -0.89 -1.83 -2.40
H 1.36 -0.98 -2.23
H 0.45 -0.16 -0.98
H 0.16 2.02 -1.04
H -0.44 2.43 -2.68
H 1.15 2.96 -2.17
C 1.94 3.37 3.74
O 1.59 2.34 4.66
C 0.55 2.72 5.56
C -0.71 1.89 5.29
N -1.33 2.26 4.01
C -2.39 1.34 3.58
C -1.97 -0.11 3.24
O -1.15 -0.21 2.08
C 0.24 -0.05 2.34
H 2.81 3.05 3.17
H 1.12 3.56 3.04
H 2.20 4.30 4.27
H 0.33 3.80 5.51
H 0.90 2.50 6.57
H -1.43 2.05 6.10
H -0.42 0.83 5.29
H -0.61 2.27 3.29
H -2.84 1.78 2.69
H -3.17 1.31 4.35
H -2.89 -0.66 3.00
H -1.53 -0.63 4.09
H 0.53 -0.42 3.32
H 0.53 0.99 2.21
H 0.79 -0.63 1.58
*
```

Partial charges, Löwdin, in e: number 1, C, carries -0.148; number 2, S, carries 0.575; number 3, O, carries -0.434; number 4, O, carries -0.388; number 5, P, carries 0.995; number 6, C, carries -0.606; number 7, O, carries -0.097; number 8, O, carries -0.234; number 9, H, carries 0.093; number 10, H, carries 0.089; number 11, H, carries 0.107; number 12, H, carries 0.043; number 13, H, carries 0.034; number 14, C, carries -0.116; number 15, O, carries -0.204; number 16, C, carries -0.200; number 17, C, carries -0.202; number 18, N, carries -0.053; number 19, C, carries -0.192; number 20, C, carries -0.212; number 21, O, carries -0.182; number 22, C, carries -0.097; number 23, H, carries 0.088; number 24, H, carries 0.077; number 25, H, carries 0.087; number 26, H, carries 0.120; number 27, H, carries 0.114; number 28, H, carries 0.124; number 29, H, carries 0.089; number 30, H, carries 0.069; number 31, H, carries 0.121; number 32, H, carries 0.108; number 33, H, carries 0.084; number 34, H, carries 0.101; number 35, H, carries 0.087; number 36, H, carries 0.070; number 37, H, carries 0.087; number 38, C, carries -0.115; number 39, O, carries -0.203; number 40, C, carries -0.204; number 41, C, carries -0.207; number 42, N, carries -0.054; number 43, C, carries -0.193; number 44, C, carries -0.211; number 45, O, carries -0.197; number 46, C, carries -0.096; number 47, H, carries 0.089; number 48, H, carries 0.077; number 49, H, carries 0.088; number 50, H, carries 0.121; number 51, H, carries 0.118; number 52, H, carries 0.121; number 53, H, carries 0.100; number 54, H, carries 0.069; number 55, H, carries 0.114; number 56, H, carries 0.117; number 57, H, carries 0.119; number 58, H, carries 0.108; number 59, H, carries 0.090; number 60, H, carries 0.070; number 61, H, carries 0.081



Record 3
Formula: C14H35NO9S7
Source: OMol25
Level of theory: wB97M-V/def2-TZVPD

Properties
**LUMO level**: 0.33 eV
**Gap between HOMO and LUMO**: 9.03 eV
**HOMO level**: -8.70 eV

```
! wB97M-V def2-TZVPD RIJCOSX def2/J DEFGRID3
* xyz 0 1
C 3.26 2.88 -0.68
S 2.63 4.27 0.18
O 3.58 5.33 0.05
O 2.24 3.89 1.51
C 1.12 4.80 -0.80
O 1.23 5.79 -1.43
O 0.04 4.03 -0.82
C -0.23 3.14 0.29
N -1.50 2.52 -0.02
C -1.84 1.58 0.67
S -2.20 0.30 1.45
H 3.45 3.17 -1.72
H 2.56 2.04 -0.66
H 4.19 2.64 -0.16
H 0.53 2.37 0.35
H -0.29 3.71 1.22
C 6.64 6.01 0.81
S 8.40 5.70 0.99
O 8.59 4.23 0.86
C 8.49 6.09 2.74
H 6.36 5.78 -0.21
H 6.09 5.37 1.49
H 6.43 7.06 1.02
H 7.80 5.44 3.29
H 8.23 7.13 2.89
H 9.51 5.91 3.07
C 2.10 -2.56 1.70
S 1.48 -2.20 0.05
O 1.05 -0.78 0.06
C -0.01 -3.19 0.20
H 3.02 -1.99 1.84
H 1.36 -2.25 2.44
H 2.30 -3.62 1.79
H -0.60 -2.82 1.04
H 0.26 -4.23 0.32
H -0.57 -3.07 -0.73
C -2.35 0.45 -2.87
S -3.97 1.01 -2.32
O -4.84 -0.20 -2.22
C -4.42 1.86 -3.83
H -1.91 -0.14 -2.06
H -2.46 -0.16 -3.76
H -1.72 1.32 -3.06
H -4.39 1.15 -4.66
H -3.72 2.68 -4.00
H -5.42 2.25 -3.71
C -0.55 -8.32 -0.27
S 0.15 -7.37 -1.63
O 0.53 -6.05 -1.07
C -1.40 -7.13 -2.51
H 0.26 -8.53 0.43
H -1.32 -7.73 0.22
H -0.96 -9.25 -0.65
H -2.11 -6.62 -1.85
H -1.79 -8.10 -2.83
H -1.19 -6.51 -3.38
C -6.88 -1.26 3.08
S -5.98 -2.76 2.65
O -4.61 -2.61 3.20
C -5.88 -2.42 0.89
H -7.01 -1.25 4.15
H -6.30 -0.39 2.76
H -7.85 -1.27 2.59
H -5.38 -1.47 0.72
H -6.89 -2.40 0.47
H -5.31 -3.22 0.43
*
```

Partial charges, Löwdin, in e: number 1, C, carries -0.117; number 2, S, carries 0.674; number 3, O, carries -0.296; number 4, O, carries -0.306; number 5, C, carries -0.528; number 6, O, carries 0.163; number 7, O, carries 0.037; number 8, C, carries -0.185; number 9, N, carries 0.077; number 10, C, carries -0.798; number 11, S, carries 0.807; number 12, H, carries 0.084; number 13, H, carries 0.066; number 14, H, carries 0.086; number 15, H, carries 0.115; number 16, H, carries 0.141; number 17, C, carries -0.285; number 18, S, carries 0.796; number 19, O, carries -0.559; number 20, C, carries -0.277; number 21, H, carries 0.044; number 22, H, carries 0.054; number 23, H, carries 0.058; number 24, H, carries 0.057; number 25, H, carries 0.051; number 26, H, carries 0.047; number 27, C, carries -0.267; number 28, S, carries 0.809; number 29, O, carries -0.596; number 30, C, carries -0.273; number 31, H, carries 0.048; number 32, H, carries 0.059; number 33, H, carries 0.055; number 34, H, carries 0.053; number 35, H, carries 0.023; number 36, H, carries 0.052; number 37, C, carries -0.266; number 38, S, carries 0.777; number 39, O, carries -0.562; number 40, C, carries -0.269; number 41, H, carries 0.040; number 42, H, carries 0.058; number 43, H, carries 0.053; number 44, H, carries 0.057; number 45, H, carries 0.055; number 46, H, carries 0.049; number 47, C, carries -0.270; number 48, S, carries 0.819; number 49, O, carries -0.562; number 50, C, carries -0.270; number 51, H, carries 0.050; number 52, H, carries 0.059; number 53, H, carries 0.054; number 54, H, carries 0.059; number 55, H, carries 0.054; number 56, H, carries 0.050; number 57, C, carries -0.273; number 58, S, carries 0.791; number 59, O, carries -0.566; number 60, C, carries -0.268; number 61, H, carries 0.048; number 62, H, carries 0.057; number 63, H, carries 0.052; number 64, H, carries 0.047; number 65, H, carries 0.056; number 66, H, carries 0.050



The lowest gap between HOMO and LUMO belongs to which entry? C14H35AlBrFNO6



Among the records above, which one has the highest gap between HOMO and LUMO? C14H35NO9S7



What is the gap between HOMO and LUMO in the second record? 6.81 eV



What is the gap between HOMO and LUMO in the second record? 6.81 eV